Entry 1:
{
  "formula": "C22H23AsN5S6Sc",
  "method": "wB97M-V/def2-TZVPD",
  "symbols": ["C", "C", "H", "C", "C", "C", "C", "C", "S", "N", "C", "H", "N", "C", "Sc", "H", "S", "S", "C", "H", "H", "C", "H", "H", "H", "As", "C", "S", "C", "S", "H", "H", "H", "H", "C", "N", "C", "H", "C", "C", "H", "N", "C", "C", "S", "H", "H", "H", "H", "H", "H", "H", "C", "H", "H", "C", "C", "N"],
  "positions_angstrom": [[-5.541, -0.127, 2.814], [1.525, 1.245, 2.718], [3.444, -4.477, -2.154], [2.384, 2.186, 3.270], [3.656, -3.493, -2.552], [2.807, -0.512, 3.752], [-0.215, 0.203, -0.043], [4.188, -0.979, -3.590], [-5.662, 2.106, -4.609], [1.302, 0.118, -1.987], [0.128, -0.274, -1.490], [-3.674, 2.112, 0.445], [0.552, 1.146, 0.475], [-4.742, 1.928, 2.299], [-3.568, -0.476, -1.465], [0.931, -0.686, -3.870], [-6.751, -1.445, -4.568], [-3.432, -0.490, -3.819], [2.894, -1.302, -3.205], [-6.583, -1.821, 3.311], [2.310, 2.241, 0.410], [1.741, -0.109, 2.965], [2.835, 0.050, -0.547], [2.215, 3.241, 3.086], [2.968, -1.565, 3.943], [-5.634, 0.161, -3.885], [4.950, -3.162, -2.939], [-5.816, 0.267, -1.618], [0.377, 1.671, 1.840], [-0.944, -1.230, -2.289], [0.330, 2.760, 1.767], [4.495, 0.118, 4.920], [1.621, -2.832, -2.397], [6.219, -1.647, -3.770], [1.781, -0.292, -3.319], [-5.419, 1.149, 3.145], [-4.957, -0.631, 1.633], [5.746, -3.887, -2.840], [-4.184, 1.454, 1.135], [2.633, -2.569, -2.685], [2.131, 0.610, -3.823], [-6.220, -0.953, 3.663], [3.451, 1.783, 4.065], [2.299, 0.785, -1.154], [-1.475, -0.518, 0.764], [-6.755, -0.499, 4.384], [4.114, 2.523, 4.494], [1.067, -0.847, 2.543], [1.171, 2.600, -0.903], [4.396, 0.002, -4.005], [-5.063, -1.676, 1.366], [-4.658, 2.976, 2.561], [3.664, 0.435, 4.303], [3.020, 1.264, -1.813], [-0.577, 1.310, 2.213], [5.215, -1.906, -3.461], [1.609, 1.802, -0.298], [-4.296, 0.156, 0.814]],
  "nbo_charge": [0.35, 0.03, 0.22, -0.24, -0.20, -0.19, 0.10, -0.25, -0.66, -0.38, 0.05, 0.21, -0.36, 0.03, 1.38, 0.26, -0.65, -0.70, 0.03, 0.40, 0.24, -0.24, 0.22, 0.21, 0.22, 0.98, -0.21, -0.70, -0.26, -0.01, 0.21, 0.22, 0.23, 0.22, -0.26, -0.42, -0.02, 0.22, -0.05, -0.24, 0.21, -0.78, -0.20, -0.23, -0.12, 0.41, 0.22, 0.22, 0.22, 0.21, 0.20, 0.21, -0.21, 0.23, 0.26, -0.19, -0.23, -0.46],
  "relative_energy_kcal_mol": 44.3,
  "homo_energy_ev": -6.51,
  "homo_lumo_gap_ha": 0.1744
}

---

Entry 2:
{
  "formula": "C41H42BBrN6OPS2TeV",
  "method": "wB97M-V/def2-TZVPD",
  "symbols": ["N", "H", "H", "C", "H", "C", "C", "H", "H", "C", "C", "C", "H", "C", "C", "C", "S", "H", "H", "C", "H", "C", "H", "C", "C", "N", "V", "H", "H", "H", "H", "C", "H", "C", "H", "H", "C", "N", "N", "C", "S", "H", "C", "C", "C", "P", "C", "N", "H", "N", "C", "Br", "H", "C", "C", "C", "H", "C", "H", "H", "H", "Te", "B", "H", "C", "H", "C", "C", "C", "C", "C", "H", "H", "H", "C", "H", "C", "H", "H", "H", "H", "C", "H", "C", "H", "H", "H", "C", "C", "O", "C", "C", "C", "H", "H", "H", "H"],
  "positions_angstrom": [[-1.039, 2.352, 4.358], [2.311, 4.768, 4.350], [5.331, 2.640, -1.226], [-2.273, -4.419, -1.625], [-3.458, -2.646, -1.497], [-2.500, -3.099, -1.277], [-3.713, 3.748, -5.321], [1.094, -5.520, 3.735], [2.592, 3.772, -3.065], [3.344, -2.681, -1.382], [-1.388, 1.875, -2.985], [4.333, 1.685, 0.411], [3.975, -1.940, -4.630], [2.099, 1.749, -1.145], [1.707, -4.797, 3.213], [3.247, -2.921, 1.885], [-0.520, -0.775, 3.225], [0.908, -4.688, -0.529], [-5.278, -1.350, 2.511], [1.631, -1.276, -2.283], [-1.841, 1.762, 0.862], [-4.398, -0.788, 2.765], [-3.317, 0.914, -7.126], [-1.993, -0.962, -0.340], [-1.515, -2.333, -0.641], [-2.882, 0.712, 3.370], [0.410, 0.284, 1.179], [-4.223, 4.703, -5.366], [-0.839, -6.017, -1.614], [-3.183, 2.297, 4.944], [3.760, -3.283, -0.585], [3.044, -4.644, 3.547], [-3.252, -3.370, 3.377], [-1.039, -4.989, -1.345], [-3.418, -3.082, 1.627], [2.866, 2.185, -3.769], [-2.410, 1.312, -5.226], [0.981, 3.159, 4.364], [-3.145, -1.364, 2.777], [3.246, 2.899, -3.039], [-0.023, 2.773, 1.836], [3.483, -5.252, 4.327], [0.603, 3.010, 5.687], [-3.862, 2.846, -6.360], [4.000, -2.657, -2.609], [1.135, -1.953, 0.326], [-0.274, -2.909, -0.358], [-1.387, 0.020, 0.214], [1.187, 1.748, -1.725], [2.019, 1.209, 0.070], [4.392, 2.239, -0.861], [2.845, 0.493, 2.569], [-1.830, -2.920, 2.413], [-2.899, -2.776, 2.534], [3.112, 1.199, 0.820], [-0.031, 2.755, 3.575], [0.098, -4.159, 1.969], [-2.230, -0.428, 3.138], [4.920, -3.214, -2.728], [-1.895, 0.358, -5.191], [-3.630, 4.437, -2.439], [-1.096, 3.708, -1.960], [-2.523, 2.168, 3.938], [2.227, 3.819, 2.851], [-0.057, -4.235, -0.727], [-4.483, 3.096, -7.210], [3.266, 2.295, -1.666], [1.911, -3.087, 1.519], [3.813, -3.698, 2.883], [2.269, -1.264, -3.511], [-2.907, 3.446, -4.226], [-0.435, 1.452, -3.304], [-3.049, -4.993, -2.113], [3.858, -2.161, 1.411], [-2.252, 2.218, -4.180], [-4.937, 1.295, 3.247], [3.470, -1.947, -3.674], [4.854, -3.558, 3.143], [-1.881, 1.174, -2.316], [4.243, 3.204, -3.353], [3.070, 3.157, 4.277], [-4.224, 0.500, 3.126], [1.259, 3.281, 6.495], [2.163, -1.975, -1.198], [-1.314, 2.259, 6.480], [-2.544, 5.432, -3.422], [5.193, 1.646, 1.062], [-0.649, 2.511, 5.674], [-2.749, 4.422, -3.078], [-2.304, 1.067, 0.343], [1.144, -4.021, 2.211], [2.234, 3.765, 3.936], [-3.209, 1.620, -6.314], [-3.032, -0.769, -0.594], [0.683, -0.754, -2.185], [-2.827, 2.966, 3.085], [1.826, -0.733, -4.344]],
  "mulliken_spin": [0.00, 0.00, 0.00, -0.01, 0.00, 0.02, 0.00, 0.00, 0.00, -0.01, 0.00, -0.01, 0.00, 0.13, 0.00, 0.00, -0.01, 0.00, 0.00, 0.04, 0.00, 0.00, 0.00, 0.06, 0.02, -0.01, 2.96, 0.00, 0.00, 0.00, 0.00, 0.00, 0.00, 0.02, 0.00, 0.00, 0.00, 0.00, 0.00, 0.00, -0.02, 0.00, 0.00, 0.00, 0.00, -0.01, 0.03, -0.06, -0.03, -0.18, 0.01, 0.01, 0.01, -0.01, 0.03, 0.01, 0.00, 0.00, 0.00, 0.00, 0.00, 0.00, 0.01, 0.00, -0.01, 0.00, 0.00, 0.03, 0.00, 0.02, 0.00, 0.00, 0.00, 0.00, 0.00, 0.00, 0.00, 0.00, 0.02, 0.00, 0.00, 0.00, 0.00, -0.08, 0.00, 0.00, 0.00, 0.00, 0.00, 0.00, 0.01, 0.00, 0.00, 0.00, 0.01, 0.00, 0.00],
  "relative_energy_kcal_mol": 12.5,
  "homo_energy_ev": [-9.70, -9.72],
  "multiplicity": 4,
  "homo_lumo_gap_ha": [0.2628, 0.2531],
  "total_charge": 1
}

---

Entry 3:
{
  "formula": "C11H32BClCsF2InLiMgN2O14PSV",
  "method": "wB97M-V/def2-TZVPD",
  "symbols": ["H", "H", "H", "H", "H", "H", "H", "P", "C", "C", "O", "C", "H", "Cl", "O", "H", "H", "F", "C", "H", "C", "O", "H", "O", "H", "H", "H", "C", "H", "F", "H", "O", "C", "H", "H", "Mg", "O", "O", "O", "Li", "H", "H", "Cs", "H", "C", "B", "O", "H", "H", "O", "O", "H", "C", "N", "H", "N", "H", "V", "O", "H", "O", "H", "S", "C", "O", "C", "In", "H", "H", "H"],
  "positions_angstrom": [[6.520, 5.681, -0.499], [4.014, 3.411, -2.706], [-3.140, 2.060, -3.848], [0.922, -11.410, 5.985], [-2.244, 1.373, -5.211], [4.284, 2.311, -3.946], [-0.555, 2.813, -6.245], [-0.722, 0.553, 4.961], [0.952, -1.370, -1.358], [-1.556, -2.158, -0.995], [-3.801, 5.571, 5.441], [0.977, 2.696, -3.821], [-1.316, 0.691, -2.992], [-0.251, -2.628, 2.500], [-1.054, -0.819, 5.532], [0.857, -0.815, -2.295], [1.847, 2.653, -4.483], [-3.131, 5.779, 3.181], [-0.019, -2.572, -1.287], [-1.152, 4.482, -6.358], [-1.083, 1.671, -3.415], [0.176, 1.563, -4.081], [5.076, 6.397, -1.263], [4.995, 4.338, -0.947], [5.437, 3.461, -3.578], [-2.201, 3.144, -6.883], [4.596, 4.460, -0.081], [5.738, 5.529, -1.243], [-1.670, -1.075, -0.911], [-5.297, 6.274, 3.751], [0.359, -3.326, -0.527], [-1.978, 3.406, -4.841], [-3.922, 4.388, 6.008], [2.615, -11.367, 5.418], [4.007, 3.916, -4.307], [-0.439, 4.839, -7.868], [-4.576, 4.027, 3.832], [0.794, 0.720, 4.886], [1.447, -6.654, 5.349], [0.071, -4.981, -0.075], [1.281, -11.397, 4.247], [-3.690, -2.699, 1.539], [-2.915, -4.268, -2.281], [-2.501, -5.708, -0.097], [-2.183, 2.076, -4.375], [-4.202, 5.449, 4.020], [1.785, -6.185, 1.928], [-2.182, -2.576, -1.886], [0.025, -3.095, -2.292], [-4.634, 2.242, 5.162], [-1.282, 1.652, 5.857], [6.202, 5.413, -2.223], [-1.444, 3.449, -6.146], [-1.970, -5.366, 0.712], [-1.013, 2.380, -2.587], [4.434, 3.273, -3.639], [1.827, -9.276, 6.046], [1.623, -6.425, 3.645], [-3.677, 4.141, 7.154], [-2.246, -5.857, 1.548], [-1.342, 0.656, 3.567], [0.437, 3.624, -4.021], [0.779, -0.175, 0.028], [-4.416, 3.407, 4.980], [1.548, -9.598, 5.187], [1.597, -11.023, 5.218], [-2.100, -3.234, 0.965], [1.317, 2.686, -2.778], [1.975, -1.773, -1.335], [1.387, -0.823, 1.074]],
  "lowdin_charge": [0.09, 0.13, 0.14, 0.08, 0.13, 0.15, 0.05, -0.07, -0.55, -0.46, 0.26, -0.12, 0.12, 0.00, -0.09, 0.06, 0.07, 0.14, -0.40, -0.17, -0.18, -0.19, 0.09, -0.15, 0.15, 0.08, 0.10, -0.12, 0.02, 0.14, 0.02, -0.18, -0.37, 0.08, 0.15, 0.50, 0.26, -0.10, -0.52, 0.66, 0.08, -0.06, 1.31, -0.14, -0.17, -1.04, -0.68, -0.27, 0.10, 0.22, -0.06, 0.07, -0.28, -0.28, 0.14, 0.32, 0.06, 1.15, 0.22, -0.02, -0.12, 0.09, 0.70, -0.37, -0.16, -0.15, 0.34, 0.09, 0.07, -0.13],
  "homo_energy_ev": -8.81,
  "homo_lumo_gap_ha": 0.0356,
  "total_charge": 1
}

---

Entry 4:
{
  "formula": "C40H44CoN4S",
  "method": "wB97M-V/def2-TZVPD",
  "symbols": ["H", "H", "H", "H", "C", "C", "H", "H", "C", "H", "C", "H", "H", "C", "C", "C", "H", "C", "H", "H", "H", "C", "H", "H", "H", "N", "C", "H", "C", "H", "N", "C", "H", "H", "C", "C", "H", "C", "C", "C", "H", "H", "H", "S", "C", "Co", "H", "C", "N", "C", "H", "H", "H", "C", "H", "H", "H", "C", "C", "H", "H", "C", "H", "H", "H", "C", "C", "C", "C", "H", "H", "H", "C", "H", "C", "C", "C", "H", "H", "C", "H", "N", "H", "C", "C", "C", "C", "C", "C", "C"],
  "positions_angstrom": [[-1.827, 2.987, -0.026], [2.102, -0.465, -4.014], [-2.403, -0.251, 0.537], [-1.795, 4.280, -6.159], [-5.352, 1.369, 3.003], [-0.946, 2.344, -5.696], [1.897, -1.187, 2.368], [-0.989, -3.005, 0.302], [-0.634, -0.025, -4.245], [0.647, 1.661, -2.455], [0.653, 1.579, 2.008], [1.291, 2.222, 3.943], [-2.093, 2.482, 1.657], [0.433, 0.422, -5.045], [2.641, -0.064, 2.220], [-0.322, -1.330, 5.209], [-2.437, -0.851, -2.474], [1.003, -1.633, 1.608], [-6.316, 1.454, 2.500], [-2.719, 2.659, -4.508], [2.318, 0.471, -1.977], [0.337, 2.334, -1.646], [2.838, -0.726, -0.782], [0.115, 0.897, 3.959], [-1.989, -5.503, 3.689], [-1.639, -2.938, -2.493], [-2.424, -2.427, 6.711], [1.535, -1.922, 0.673], [-1.147, -2.287, 7.279], [0.916, 3.269, -1.755], [-0.733, -1.311, -3.687], [2.672, 0.347, -0.946], [-0.973, -2.613, 8.305], [-0.291, 3.919, -7.028], [-1.219, 3.483, -6.643], [-3.823, 2.048, 4.760], [-1.950, 0.969, 4.837], [0.209, -2.769, 2.101], [-1.865, 2.007, -4.691], [0.554, 1.708, -0.313], [-0.431, 2.536, 3.564], [-2.041, 0.905, -1.830], [0.911, -1.661, 6.960], [-2.107, -1.004, 2.687], [1.782, -0.217, -5.035], [0.124, 0.108, 0.915], [2.523, 0.483, -5.447], [-1.721, -4.244, 1.931], [0.526, -3.314, 3.289], [-0.093, -1.746, 6.533], [-3.549, 0.715, -2.831], [-3.250, -2.843, 7.293], [-0.176, -4.452, -2.941], [1.797, 0.877, 1.470], [-4.629, -0.204, 1.684], [-1.800, 3.164, -7.520], [3.494, -0.370, 1.617], [-0.187, -4.328, 3.782], [-0.138, 2.052, 0.888], [1.011, 1.929, -6.488], [0.139, -4.788, 4.726], [-1.704, 0.836, -3.927], [-3.614, -2.133, 4.917], [-5.802, 2.869, 4.495], [-2.671, -4.496, 1.450], [-2.887, 1.123, 4.301], [0.228, 1.589, -5.804], [-0.870, -3.314, 1.341], [-1.356, 2.910, 0.962], [2.942, 0.318, 3.194], [3.647, 0.851, -0.879], [-1.105, 3.925, 1.299], [-5.062, 2.159, 4.122], [-0.715, 2.591, -1.798], [-1.693, -1.668, -2.782], [0.396, 1.828, 3.445], [0.009, -2.483, -3.950], [0.745, -2.547, -4.727], [-3.582, 2.664, 5.629], [-1.371, -4.771, 3.170], [0.503, -0.933, 4.614], [-1.631, -0.453, 1.166], [1.821, -1.124, -5.649], [1.687, 0.902, 0.029], [-0.511, -3.443, -3.136], [-2.630, -2.024, 5.381], [-2.488, 0.478, -2.745], [-1.585, -1.478, 4.671], [-3.194, 0.300, 3.208], [-4.418, 0.448, 2.531]],
  "mulliken_spin": [0.00, 0.00, 0.04, 0.00, -0.01, 0.00, -0.04, 0.01, 0.08, 0.00, 0.07, 0.01, 0.00, -0.01, 0.79, -0.07, 0.11, 0.43, 0.00, -0.01, 0.00, -0.04, 0.00, 0.00, 0.00, -0.02, 0.03, -0.01, -0.03, 0.00, 0.01, 0.02, 0.00, 0.00, 0.00, 0.00, -0.01, -0.07, 0.06, 0.12, 0.00, 0.02, 0.00, 0.29, 0.00, 0.99, 0.00, 0.00, 0.01, 0.03, 0.00, 0.01, 0.00, -0.15, 0.00, 0.00, -0.01, 0.00, -0.05, 0.00, 0.00, -0.12, 0.02, 0.00, 0.00, 0.00, 0.02, 0.01, 0.00, -0.04, 0.00, 0.00, 0.01, 0.02, 0.21, 0.02, 0.00, 0.00, 0.00, 0.00, 0.01, 0.11, 0.00, -0.07, 0.03, -0.04, 0.63, 0.51, 0.05, 0.01],
  "relative_energy_kcal_mol": 0.0,
  "homo_energy_ev": [-2.89, -3.48],
  "multiplicity": 5,
  "homo_lumo_gap_ha": [0.1914, 0.2031],
  "total_charge": -1
}

---

The evaluated calculated total energy for the records listed, in turn: -6511.6537 -6939.8926 -4386.7034 -3550.2513 Eh.